[1]
Here is a cluster of 2 separate species, C4H9NO2 in total in a non-equilibrium geometry from OMol25. Energies are from ωB97M-V with the def2-TZVPD basis set.

As for the SMILES: C/C=C\NO.C=O. Its charge is 0. The value obtained for the LUMO energy is 0.8 eV. Its HOMO-LUMO gap is 9.306 eV. Its HOMO energy is -8.475 eV.

Cartesian coordinates (Å):
N: 0.55059 0.31653 0.93793
C: 0.43626 -0.75220 0.04461
O: 0.94069 1.54425 0.35571
H: 1.26961 -0.81133 -0.64486
H: -2.03041 -0.71983 1.25553
C: 0.88890 2.17318 -1.52470
H: -0.37729 -2.54601 -0.58105
H: -1.46219 -2.24403 1.93296
H: -0.27618 0.50056 1.49500
C: -1.68844 -1.72540 0.99651
C: -0.50023 -1.70153 0.08273
H: 0.35097 1.32137 -1.96275
H: -2.52330 -2.24708 0.52771
H: 1.96979 1.61335 -0.10107
O: 2.15347 2.19826 -1.46802
H: 0.29775 3.07989 -1.34624

[2]
Here is a structure of composition C15H11N3O6RuS4 from OMol25. Energies are from ωB97M-V with the def2-TZVPD basis set.

Its charge is -1. As for the expectation value of S²: 0.792. The value obtained for the LUMO energy (spin up / spin down) is 1.5 / 1.4 eV. Its HOMO-LUMO gap (spin up / spin down) is 5.494 / 5.108 eV. The spin multiplicity is 2. Its HOMO energy (spin up / spin down) is -4.029 / -3.701 eV.

Cartesian coordinates (Å):
Ru: -0.75634 -0.70642 0.55145
O: 3.01022 -5.26895 -1.17193
S: -1.39211 0.79160 -1.65500
C: -1.98428 3.14058 -4.77561
C: 2.88129 -1.12478 3.38870
S: -2.70392 3.54217 -1.03693
C: 2.64452 -2.89805 -0.72303
C: 1.18280 0.17737 2.34945
O: -1.79519 2.61671 -3.45577
C: 1.38152 -2.21385 -0.47071
H: 2.97031 1.01642 3.17057
H: 3.85585 -1.21569 3.84919
C: 2.27844 -4.37274 -0.83285
O: 1.17314 -0.94354 -0.37718
C: -1.56099 2.26002 -0.63703
C: 2.10825 -2.25221 3.14689
H: 0.22334 -2.95059 2.35590
H: -1.04706 3.11000 -5.32814
C: 0.88044 -2.11051 2.53343
C: 0.65445 1.39508 1.76568
C: 0.81793 -4.50530 -0.41658
O: 3.76666 -2.43004 -0.78017
H: -3.39437 3.21122 1.22999
O: 0.21733 -5.54849 -0.24879
H: 1.04299 2.38249 1.97954
H: -2.73277 2.55612 -5.30609
S: -2.85377 -0.47313 1.19365
H: -2.26915 4.58793 1.10388
H: -2.31602 4.16311 -4.62330
C: -3.10587 4.07739 0.63684
O: -0.82244 -2.74046 0.14052
C: 0.35290 -3.13416 -0.23129
H: -3.94837 4.76029 0.52663
C: -1.50251 1.33326 -3.32354
N: -0.94753 2.35707 0.47302
S: -1.25083 0.25213 -4.50939
C: 2.39885 0.11193 3.01234
H: 2.45700 -3.24041 3.41035
N: -0.32919 1.20409 0.95683
N: 0.41447 -0.91767 2.12846

[3]
Here is a structure of composition C47H33MoN5O2P2S6Se2 from OMol25. Energies are from ωB97M-V with the def2-TZVPD basis set.

Its charge is 0. As for the expectation value of S²: 2.040. The value obtained for the LUMO energy (spin up / spin down) is -1.6 / -1.8 eV. Its HOMO-LUMO gap (spin up / spin down) is 5.972 / 6.260 eV. The spin multiplicity is 3. Its HOMO energy (spin up / spin down) is -7.594 / -8.036 eV.

Cartesian coordinates (Å):
H: -4.03928 -1.49464 -5.66909
S: 3.76789 -0.80706 -0.48753
H: 3.76207 0.12604 5.51993
H: 1.83368 -3.41323 -4.27317
C: 1.33559 -2.53161 -3.88960
C: 0.66200 -1.16876 -2.02884
P: -3.65127 -0.97090 -0.79973
C: 1.27427 -2.31046 -2.51956
H: 0.80885 -1.79155 -5.83306
H: -4.96170 2.81622 -3.56138
H: -2.35646 -3.30229 -5.79273
C: -1.29214 0.91117 -0.68097
S: 0.21106 0.49468 5.87646
H: -0.18961 2.58716 -4.82777
C: 5.35291 -1.16205 0.24128
C: -1.07905 2.52136 3.23299
C: 2.74740 0.24030 5.87023
H: -4.59503 -0.47646 -3.47531
H: -1.82856 3.57150 -6.38749
C: -4.46193 -4.57944 1.94621
C: 1.82279 -3.58381 3.69260
C: -3.82907 -1.23749 -3.55273
C: -4.06874 -3.68747 -0.25146
C: -4.31327 -3.30709 2.48273
C: 4.51534 3.55708 1.46609
C: -2.21187 -0.04589 -0.15172
H: -1.66103 -2.96415 -1.59279
C: 0.76452 -1.62044 -4.76491
H: 0.45079 0.58579 8.29587
C: 1.01608 0.48361 7.38381
H: -4.68109 -5.41996 2.59212
C: -3.88246 -2.41524 0.28371
H: -0.28293 -3.91686 4.11113
S: 6.45781 -2.10711 -0.46025
C: 5.35174 3.83299 -1.17011
H: -3.35699 1.80191 -2.03472
H: -4.21765 3.69377 -5.75748
C: 5.12261 4.73229 1.06015
C: -3.52304 -1.81983 -4.77524
H: 1.72664 -3.01408 -1.83216
C: -1.66953 2.07143 -3.35480
C: -3.00662 2.16655 -2.99137
H: 2.25208 -4.54237 3.93719
N: -0.71239 1.50247 0.35687
C: 0.91807 1.16295 2.64867
C: 6.16006 6.09676 -0.68864
H: -4.49367 -5.74650 0.14725
C: -1.24312 2.59863 -4.57496
C: -1.91328 -3.24678 -3.69501
H: -4.00712 -3.85029 -1.31771
H: 5.67909 3.94914 -2.19440
H: 5.28085 5.54005 1.76184
Se: 1.25074 2.55730 -1.92605
S: 2.83121 -2.31150 3.13387
C: -4.35235 -4.76385 0.57803
N: 1.42281 0.62060 1.39012
C: 4.74544 2.65787 -0.76027
N: -2.10292 -0.01378 1.17524
C: -4.03926 -2.22904 1.65917
H: -0.31534 0.21618 -4.96826
Mo: 3.36300 0.75692 1.15616
H: 3.05153 0.31270 8.06303
C: 0.08627 -0.25175 -2.90821
N: 6.65548 7.07632 -1.02816
H: -1.17335 -4.03382 -3.74595
C: -3.15988 -1.64292 -2.40454
H: -1.01920 0.36230 3.35197
O: 3.08742 0.49707 3.09557
H: 0.65795 -0.98143 -0.96077
C: -2.18798 -2.64178 -2.48227
Se: -5.32516 0.30516 -0.82097
C: 1.68718 0.30923 5.01801
C: -3.92222 2.74817 -3.85708
C: -3.50345 3.23804 -5.08351
C: 1.76735 0.21030 3.53434
C: 0.13392 -0.48510 -4.27726
S: 1.48614 2.88010 2.87596
C: -0.64334 1.17586 2.73736
N: -1.20489 0.92037 1.41156
C: 0.21652 -1.94465 3.38555
C: 5.53567 4.87162 -0.26192
O: 1.20587 -0.78654 1.51482
H: -0.78421 -1.55605 3.26996
H: -0.24561 4.47243 3.53666
C: 1.40493 -1.17470 2.92098
C: -2.57814 -2.83189 -4.84290
C: -2.16132 3.16731 -5.44042
C: 4.31115 2.51135 0.56318
H: -4.42646 -3.15071 3.54794
H: -3.95682 -1.23924 2.08121
C: 0.48155 -3.22653 3.78267
H: -2.11559 2.70724 3.47563
H: 4.59895 1.86707 -1.48226
C: -0.12300 3.43487 3.26100
P: -0.44895 1.34591 -2.24600
S: 5.48346 -0.26982 1.71932
H: 4.21974 3.46100 2.50299
C: 2.35984 0.34174 7.23409

Record order is preserved below.
Energy relative to the best compared isomer or geometry (same formula, charge and spin): 517.6 278.6 170.3 kJ/mol